Entry 1:
ORCA calculation (ωB97M-V/def2-TZVPD) on C29H46N7OSSe2SiW as an isolated structure.

Geometry as ORCA input:
```
! RIJCOSX wB97M-V def2-TZVPD def2/J DEFGRID3
* xyz 1 1
W 0.522 -0.433 -0.122
Se -1.974 -3.162 1.693
Se 1.320 -2.679 1.037
S -0.895 1.231 2.453
Si -1.833 1.065 -1.996
O -0.687 -0.045 1.614
N 0.976 2.767 0.061
N 4.251 1.149 1.411
N -0.159 -1.595 -1.235
N 2.207 0.356 1.206
N -0.365 1.291 -1.078
N 4.075 0.968 -1.885
N 2.166 -0.002 -1.351
C 3.470 0.589 -3.059
C 1.084 4.541 -2.040
C -1.808 -4.313 -3.071
C 0.556 -4.414 -3.482
C 3.749 1.002 2.686
C 2.356 4.141 1.496
C -1.495 0.326 -3.685
C 1.725 4.842 -0.840
C -0.721 -4.917 -3.689
C 3.213 -2.658 1.492
C 1.656 3.909 0.183
C 0.748 -3.312 -2.665
C -2.028 0.631 3.720
C -2.496 -4.912 1.029
C -3.386 0.177 3.213
C -1.965 2.357 1.558
C -0.344 -2.696 -2.050
C 0.635 -2.830 2.868
C 2.295 -0.006 -2.726
C 2.487 0.520 2.543
C -1.626 -3.209 -2.255
C 3.295 0.737 0.548
C -3.060 -0.004 -1.050
C 0.332 2.469 -1.084
C -2.316 3.547 2.442
C 3.249 0.604 -0.871
C -0.553 -3.770 2.899
C -2.736 2.696 -2.258
C 0.395 3.356 -2.177
H 2.216 5.166 1.842
H -1.420 4.013 2.856
H -0.260 -4.762 2.557
H -2.827 4.296 1.840
H 1.132 5.235 -2.871
H -2.466 -2.727 -1.772
H 2.261 5.772 -0.706
H 1.407 -4.886 -3.956
H 3.486 -3.620 1.919
H 1.448 -3.205 3.491
H 3.457 -1.854 2.182
H -0.952 -3.854 3.910
H -1.471 -0.190 4.177
H -1.668 -5.361 0.487
H 3.920 0.777 -4.017
H -2.817 -5.547 1.851
H -1.050 -0.667 -3.626
H 1.529 -0.419 -3.359
H 0.363 -1.830 3.206
H 4.321 1.264 3.558
H -3.332 -4.756 0.351
H -2.979 3.273 3.263
H 3.745 -2.513 0.553
H 3.432 3.978 1.397
H -3.735 0.617 -0.456
H 4.909 1.522 -1.810
H -0.816 0.973 -4.248
H -2.417 0.238 -4.265
H -3.775 2.465 -2.511
H 1.741 -2.919 -2.482
H -1.370 2.650 0.698
H -2.806 -4.703 -3.230
H -3.284 -0.450 2.328
H -2.096 1.429 4.462
H -0.075 3.095 -3.115
H -2.751 3.307 -1.351
H -2.600 -0.742 -0.391
H 1.770 0.286 3.310
H -3.686 -0.537 -1.772
H -0.868 -5.778 -4.328
H -4.032 1.023 2.984
H 5.174 1.471 1.176
H -2.337 3.312 -3.063
H 1.973 3.453 2.249
H -2.834 1.802 1.215
H -3.875 -0.419 3.982
*
```

energy above the lowest of the compared OMol25 structures with the same formula, charge and spin = 64.66 kJ/mol
orbital gap (spin up / spin down) = 6.219 / 6.216 eV
LUMO energy (spin up / spin down) = -2.235 / -2.235 eV
largest force on an atom = 0.005 hartree/bohr



Entry 2:
ORCA calculation (ωB97M-V/def2-TZVPD) on one molecule with the formula CHNO2S.

Geometry as ORCA input:
```
! RIJCOSX wB97M-V def2-TZVPD def2/J DEFGRID3
* xyz 0 1
S -1.088 1.589 0.390
O 1.565 0.534 0.287
O 1.107 -1.508 0.060
N 0.866 -0.401 0.034
C -0.815 0.186 -0.184
H -1.635 -0.400 -0.587
*
```

SMILES = O=[N+]([O-])C=S
energy above the lowest of the compared OMol25 structures with the same formula, charge and spin = 349.40 kJ/mol
orbital gap = 8.462 eV
LUMO energy = -1.145 eV
largest force on an atom = 0.133 hartree/bohr



Entry 3:
ORCA calculation (ωB97M-V/def2-TZVPD) on a 2-piece molecular cluster, C3H7ClO2 overall.

Geometry as ORCA input:
```
! RIJCOSX wB97M-V def2-TZVPD def2/J DEFGRID3
* xyz 0 1
Cl 0.509 1.468 2.558
O 1.421 1.472 1.184
O -0.136 0.628 -1.643
C -0.214 -0.258 -0.724
C 0.712 -1.139 -0.416
C -1.448 -0.211 0.084
H -1.622 -0.995 0.712
H -2.420 0.056 -0.479
H 1.478 0.521 0.772
H 0.808 -1.788 0.467
H 1.471 -1.177 -1.189
H 0.770 0.797 -2.025
H -1.329 0.626 0.698
*
```

SMILES = C=C(C)O.OCl
energy above the lowest of the compared OMol25 structures with the same formula, charge and spin = 337.40 kJ/mol
orbital gap = 9.545 eV
LUMO energy = 0.395 eV
largest force on an atom = 0.086 hartree/bohr



Entry 4:
ORCA calculation (ωB97M-V/def2-TZVPD) on one molecule with the formula C6H7N5.

Geometry as ORCA input:
```
! RIJCOSX wB97M-V def2-TZVPD def2/J DEFGRID3
* xyz 0 1
N 0.936 -1.203 0.176
N -2.837 -0.240 0.937
N 1.354 0.806 -0.812
N -1.166 -1.878 1.037
N -3.005 1.101 0.689
C -1.579 -0.694 0.700
C -1.810 1.485 0.155
C 0.456 0.020 -0.165
C 0.115 -2.046 0.804
C 2.736 0.496 -1.157
C -0.879 0.387 0.236
H 0.534 -3.028 1.107
H -1.606 2.450 -0.235
H 1.182 1.777 -0.921
H -3.655 -0.708 1.400
H 2.740 -0.600 -1.665
H 3.499 0.505 -0.282
H 2.985 1.370 -2.005
*
```

SMILES = CNc1ncnc2[nH]ncc12
energy above the lowest of the compared OMol25 structures with the same formula, charge and spin = 150.53 kJ/mol
orbital gap = 9.209 eV
LUMO energy = 0.693 eV
largest force on an atom = 0.068 hartree/bohr



Entry 5:
ORCA calculation (ωB97M-V/def2-TZVPD) on a 2-piece molecular cluster, C2H4N2O2 overall.

Geometry as ORCA input:
```
! RIJCOSX wB97M-V def2-TZVPD def2/J DEFGRID3
* xyz 0 1
O 3.049 -1.032 0.366
O -0.807 1.084 -0.104
N -0.648 -0.307 0.044
N 2.600 -0.136 -0.253
C -1.708 -0.857 0.431
C 1.929 0.618 -0.837
H -2.646 -0.417 0.664
H -1.801 -1.959 0.388
H -1.567 1.404 0.304
H 1.600 1.603 -1.004
*
```

SMILES = C#[N+][O-].C=NO
energy above the lowest of the compared OMol25 structures with the same formula, charge and spin = 669.30 kJ/mol
orbital gap = 10.234 eV
LUMO energy = 0.766 eV
largest force on an atom = 0.070 hartree/bohr



Entry 6:
ORCA calculation (ωB97M-V/def2-TZVPD) on C17H22N3OS3W as an isolated structure.

Geometry as ORCA input:
```
! RIJCOSX wB97M-V def2-TZVPD def2/J DEFGRID3
* xyz 1 3
W -0.139 0.427 -0.036
S 0.251 -1.937 0.648
S -0.190 2.520 -1.150
S -0.701 1.583 1.828
O 1.811 0.241 -0.355
N 2.567 -0.773 0.134
N -2.064 -0.297 -0.547
N -2.084 -1.475 -2.542
C -1.431 4.168 2.327
C 3.903 -0.596 0.070
C -2.566 -2.614 -3.338
C 1.971 -1.881 0.617
C -0.994 3.263 1.363
C -0.779 3.663 0.049
C 2.810 -2.910 1.062
C -1.014 4.994 -0.299
C -3.426 -2.222 -4.529
C -1.613 0.652 -3.736
C -3.913 -1.809 -0.952
C -1.452 5.892 0.655
C -1.055 -0.641 -3.162
C -2.627 -1.156 -1.373
C 4.735 -1.585 0.508
C 4.174 -2.765 1.011
C -1.661 5.482 1.970
H -0.245 -0.438 -2.451
H 2.347 -3.805 1.451
H -2.316 0.438 -4.539
H -3.797 -3.123 -5.018
H -0.590 -1.239 -3.946
H -4.375 -1.230 -0.156
H -0.846 5.309 -1.321
H -4.619 -1.891 -1.776
H -3.711 -2.810 -0.566
H -1.679 -3.154 -3.673
H -3.107 -3.292 -2.684
H 4.815 -3.562 1.362
H -1.632 6.922 0.376
H -2.643 -0.149 0.270
H 4.223 0.350 -0.337
H -1.587 3.833 3.345
H -0.804 1.262 -4.136
H -2.002 6.189 2.714
H 5.803 -1.439 0.460
H -4.283 -1.622 -4.218
H -2.860 -1.656 -5.267
H -2.118 1.235 -2.968
*
```

energy above the lowest of the compared OMol25 structures with the same formula, charge and spin = 0.00 kJ/mol
orbital gap (spin up / spin down) = 6.658 / 6.900 eV
LUMO energy (spin up / spin down) = -3.369 / -3.709 eV
largest force on an atom = 0.004 hartree/bohr



Q: Which formula does entry 6 have?
A: C17H22N3OS3W



Q: Which of these has the lowest energy above the lowest of the compared OMol25 structures with the same formula, charge and spin?
A: C17H22N3OS3W



Q: energy above the lowest of the compared OMol25 structures with the same formula, charge and spin of number 6 (C17H22N3OS3W)?
A: 0.00 kJ/mol